Entry from the Open Molecules 2025 dataset: a single C4H10Se molecule (ωB97M-V/def2-TZVPD).

Geometry as XYZ:
```
15
Properties=species:S:1:pos:R:3:forces:R:3
C 1.4297 -0.1345 1.1944 0.17 0.00 -0.23
C -1.2904 0.9874 0.1855 0.11 -0.32 0.26
C 0.8866 -0.2722 -0.2271 -0.39 -0.17 0.26
C -0.6256 -0.2985 -0.2474 0.58 0.87 2.30
Se -1.3535 -0.4691 -2.2131 -0.19 -0.87 -1.97
H 1.0898 -0.9587 1.8209 -0.01 -0.02 0.03
H 2.5179 -0.1420 1.1742 0.14 0.01 0.14
H 1.1061 0.8006 1.6460 0.00 0.05 0.09
H -0.8728 1.8298 -0.3655 0.03 0.19 0.01
H -2.3629 0.9488 -0.0079 -0.14 0.11 0.09
H -1.1457 1.1543 1.2504 -0.10 0.32 0.19
H 1.2749 -1.1933 -0.6689 0.07 0.00 -0.11
H 1.2405 0.5662 -0.8303 0.10 0.04 -0.13
H -0.8680 -1.6512 -2.9871 -0.30 -0.11 -0.85
H -1.0267 -1.1677 0.2760 -0.06 -0.11 -0.07
```
Positions in Å, forces in eV/Å.

The value obtained for the energy relative to the best compared isomer or geometry (same formula, charge and spin) is 119.86 kJ/mol. For the largest force on an atom, the calculation gives 2.525 eV/A. As for the spin multiplicity: 3. The frontier orbital gap (alpha / beta) comes out at 5.43 / 7.48 eV. As for the expectation value of S²: 2.01. The calculation puts the HOMO energy (alpha / beta) at -4.5842 / -10.0123 eV.